1.
Here is C14H23BBr2F6ILiMgNO4P2S2 as an isolated structure at a distorted geometry from the Open Molecules 2025 dataset. Energies are from ωB97M-V with the def2-TZVPD basis set.

Computed properties:
Gap between HOMO and LUMO (eV): 1.177
E_LUMO (eV): -4.2
Calculated total energy (Ha): -8659.310163
HOMO level (eV): -5.39

The geometry in ORCA input format:
```
! RIJCOSX wB97M-V def2-TZVPD def2/J DEFGRID3
* xyz -1 1
C -0.12351 5.41607 -4.31338
C -0.74125 3.87857 -4.12776
P -0.81936 3.52334 -2.26791
C -2.56941 3.36154 -1.56241
C -3.10431 4.91441 -1.24726
N 0.34803 2.35510 -1.67316
I 2.22764 2.96594 -2.24747
C 0.05358 0.91824 -1.97347
S -1.29796 0.56467 -3.20581
C 1.40745 0.10849 -2.52729
O 1.49917 -0.04158 -3.87617
O 2.44244 -0.47489 -1.65874
P -0.39283 0.06043 -0.28776
O -0.03487 -1.64424 -0.34078
Br 0.97389 1.15424 1.21729
H 0.27259 5.74060 -3.23792
H -0.98546 6.16383 -4.57911
H 0.80362 5.45805 -5.02841
H -1.76246 3.81387 -4.69593
H 0.02076 3.17242 -4.71580
H -2.68802 2.65560 -0.63542
H -3.31353 2.95990 -2.40199
H -2.68138 5.67670 -2.05899
H -4.27168 4.92809 -1.33464
H -2.71507 5.25033 -0.19575
H -0.94086 0.99280 -4.51801
H -0.49918 -2.06813 0.45396
C -3.78096 -3.35978 -0.94595
S -3.92940 -2.33240 0.53599
O -2.58582 -1.71745 0.79417
C -4.13217 -3.70428 1.69841
H -3.60845 -2.70675 -1.80433
H -2.93968 -4.04900 -0.84130
H -4.70736 -3.91827 -1.09839
H -3.26960 -4.37233 1.64192
H -5.04718 -4.25173 1.46110
H -4.20783 -3.29546 2.70886
Mg -2.83628 -1.16133 -4.20370
B -6.32060 5.86878 0.70098
F -5.42811 6.87374 0.14656
F -6.63043 4.88019 -0.31908
F -5.67473 5.21602 1.82812
F -7.54888 6.50511 1.14814
Li 2.02307 -1.36682 1.38706
Br 4.88341 -1.38035 1.09300
F 4.06862 -3.48850 4.02643
C 5.19865 -4.20135 4.12386
C 6.15297 -4.11204 3.11641
C 7.33199 -4.85014 3.21995
C 7.53882 -5.67858 4.32570
C 6.57271 -5.76531 5.32921
C 5.39893 -5.01859 5.23080
H 5.97128 -3.46973 2.26092
H 8.08776 -4.78132 2.44148
H 8.45659 -6.25751 4.40386
H 6.73410 -6.41391 6.18687
H 4.64141 -5.06719 6.00601
F 8.47915 -4.42813 6.43700
*
```

2.
Here is an isolated molecule of C5H10N4 at a distorted geometry from the Open Molecules 2025 dataset. Energies are from ωB97M-V with the def2-TZVPD basis set.

Computed properties:
Relative energy (zero: lowest compared OMol25 entry of this formula, charge and spin) (kcal/mol): 112.52
Gap between HOMO and LUMO (alpha / beta) (eV): 8.107 / 8.106
E_LUMO (alpha / beta) (eV): 0.2 / 0.2
Calculated total energy (Ha): -415.377540
HOMO level (alpha / beta) (eV): -7.88 / -7.88

The geometry in ORCA input format:
```
! RIJCOSX wB97M-V def2-TZVPD def2/J DEFGRID3
* xyz 0 1
C -1.51411 0.03813 0.37905
C -0.08382 1.91948 0.14801
C 1.25933 1.43453 0.59110
C -0.57478 -1.01218 -0.08327
C -0.42658 -2.24253 0.74220
N -1.26029 1.27107 0.44225
N 2.23232 2.26023 0.41372
N 0.02299 -0.93772 -1.27421
N -0.22095 -0.42381 -2.38998
H -2.46086 -0.38425 0.83458
H -0.10900 2.99209 0.55091
H 0.15992 1.98814 -0.96262
H 1.31220 0.39787 0.83910
H 0.14561 -2.04058 1.55914
H -0.05497 -3.07032 0.10735
H -1.36535 -2.67508 1.11097
H 3.07630 1.73618 0.63908
H 0.95358 -1.44576 -1.23148
H -1.09154 0.19450 -2.41590
*
```

3.
Here is an isolated molecule of C3H4N2 at a distorted geometry from the Open Molecules 2025 dataset. Energies are from ωB97M-V with the def2-TZVPD basis set.

Computed properties:
Relative energy (zero: lowest compared OMol25 entry of this formula, charge and spin) (kcal/mol): 100.56
Gap between HOMO and LUMO (eV): 9.458
E_LUMO (eV): -0.2
Calculated total energy (Ha): -226.064929
SMILES string: CC1=CN=N1
HOMO level (eV): -9.67

The geometry in ORCA input format:
```
! RIJCOSX wB97M-V def2-TZVPD def2/J DEFGRID3
* xyz 0 1
C 0.28790 0.62791 -0.18797
C 0.61459 -0.39091 0.77401
C 0.05148 -1.79771 1.14129
N 0.98868 -1.93464 2.01998
N 1.57089 -0.55759 1.61167
H -0.87996 0.93995 -0.06369
H 0.25717 0.31264 -1.20398
H 0.95396 1.47926 0.15388
H -0.70838 -2.37716 0.77497
*
```

4.
Here is C18H24IN4ORu as an isolated structure at a distorted geometry from the Open Molecules 2025 dataset. Energies are from ωB97M-V with the def2-TZVPD basis set.

Computed properties:
Relative energy (zero: lowest compared OMol25 entry of this formula, charge and spin) (kcal/mol): 0.00
Gap between HOMO and LUMO (alpha / beta) (eV): 1.546 / 7.273
⟨S²⟩: 8.767
E_LUMO (alpha / beta) (eV): 4.0 / 4.2
Calculated total energy (Ha): -1386.858025
HOMO level (alpha / beta) (eV): 2.47 / -3.03

The geometry in ORCA input format:
```
! RIJCOSX wB97M-V def2-TZVPD def2/J DEFGRID3
* xyz -2 6
C 1.88365 0.33887 -3.68724
I -2.37777 0.05887 -2.60825
H 1.11113 0.12104 -4.46505
H 2.50074 -0.59322 -3.58166
H 2.34710 1.29081 -4.01793
C -0.89540 4.10065 0.64592
C -2.10532 3.64058 0.38804
N -1.94104 2.38866 -0.13955
C -0.63166 2.03485 -0.29292
N -0.00446 3.15193 0.25851
H -0.62800 5.05926 1.07774
H -3.13506 4.02458 0.57339
C 2.06105 -3.19562 0.36755
C 1.10304 -1.50155 -0.80791
N 1.89541 -1.84481 0.26916
H 1.25365 -4.79058 -0.93063
N 0.80849 -2.72722 -1.33354
H 2.66565 -3.65965 1.13793
Ru -0.16931 0.18060 -1.10805
C 1.53172 0.65313 -2.20048
O 2.52470 1.10149 -1.59543
C 1.40133 -3.74234 -0.61970
C 0.03662 -2.98629 -2.53585
H -0.28931 -4.04247 -2.49043
H 0.66584 -2.84485 -3.43567
H -0.84979 -2.32448 -2.59968
C 2.47418 -0.94888 1.24103
H 3.53370 -1.23658 1.43275
H 1.94504 -1.01673 2.22454
H 2.45093 0.10210 0.88596
C 1.39027 3.32583 0.61048
H 1.68633 4.37531 0.38342
H 2.05341 2.63615 0.07285
H 1.53935 3.21105 1.71577
C -3.12702 1.58246 -0.41188
H -3.04822 0.58136 0.03136
H -3.21882 1.56944 -1.52297
H -4.00677 2.13481 -0.06435
C -1.69900 -1.39061 3.49877
C -2.05697 -1.95927 2.27951
C -1.58824 -1.41215 1.06715
C -0.77325 -0.31166 1.03284
C -0.42206 0.29967 2.25411
C -0.90603 -0.25478 3.47222
H -2.03054 -1.83894 4.44784
H -2.68502 -2.84282 2.26308
H -1.86219 -1.87783 0.11683
H 0.22537 1.16682 2.27318
H -0.63751 0.21299 4.42724
*
```

5.
Here is C44H50AsGeOsP2SSi as an isolated structure at a distorted geometry from the Open Molecules 2025 dataset. Energies are from ωB97M-V with the def2-TZVPD basis set.

Computed properties:
Gap between HOMO and LUMO (alpha / beta) (eV): 7.339 / 6.256
⟨S²⟩: 6.027
E_LUMO (alpha / beta) (eV): -1.9 / -3.9
Calculated total energy (Ha): -7480.195222
HOMO level (alpha / beta) (eV): -9.27 / -10.18

The geometry in ORCA input format:
```
! RIJCOSX wB97M-V def2-TZVPD def2/J DEFGRID3
* xyz 1 5
Os -0.66221 0.72749 -0.25504
C 1.69334 -2.10914 0.50014
Si 0.04797 -1.60549 -0.22637
C -1.30039 -2.39755 0.83752
C -1.82527 -3.68255 0.68825
C -2.71755 -4.20178 1.61588
C -3.08891 -3.45228 2.72762
C -2.59433 -2.16783 2.88824
C -1.72920 -1.63437 1.93352
P -1.19485 0.10497 1.96888
C -0.40121 0.27201 3.58757
C 0.78178 -0.39283 3.90773
C 1.30646 -0.29629 5.18457
C 0.65136 0.45541 6.15259
C -0.52840 1.11121 5.84400
C -1.05405 1.02484 4.56137
C -1.09603 3.39446 1.19403
C -2.41507 3.68128 0.82001
C -3.32543 4.20914 1.71893
C -2.93962 4.47847 3.02835
C -1.62965 4.23012 3.40730
C -0.72043 3.69628 2.50174
C 0.05267 -2.27570 -1.97937
C 0.39780 -3.60264 -2.27672
C 0.47814 -4.04587 -3.58302
C 0.21553 -3.16803 -4.63342
C -0.12713 -1.85931 -4.36414
C -0.19320 -1.41335 -3.04096
P -0.69027 0.29543 -2.65989
C -2.25276 0.42489 -3.58280
C -2.64182 1.57807 -4.25189
C -3.85359 1.61984 -4.92897
C -4.68042 0.50771 -4.94510
C -4.29433 -0.64971 -4.28098
C -3.09142 -0.68913 -3.59843
C 0.49043 1.39275 -3.49990
C 0.31279 2.77529 -3.43583
C 1.21021 3.63059 -4.05191
C 2.31067 3.11492 -4.72390
C 2.51302 1.74444 -4.76536
C 1.61027 0.88556 -4.15430
H 1.64586 -3.15900 0.79680
H 1.98115 -1.53326 1.37485
H 2.48452 -1.99910 -0.24220
H -1.52608 -4.29494 -0.15350
H -3.10925 -5.20236 1.48782
H -3.75750 -3.87226 3.46663
H -2.87610 -1.58263 3.75674
H 1.29235 -0.99278 3.17101
H 2.22590 -0.81004 5.42871
H 1.06408 0.52562 7.14971
H -1.04158 1.69282 6.59785
H -1.96525 1.55316 4.31425
H -2.72320 3.48269 -0.20054
H -4.33524 4.42808 1.39246
H -3.64200 4.90333 3.73328
H -1.30182 4.46054 4.41263
H 0.29871 3.53245 2.82365
H 0.60935 -4.30016 -1.47518
H 0.74614 -5.07231 -3.79279
H 0.28101 -3.51030 -5.65675
H -0.35543 -1.18589 -5.18210
H -2.00589 2.45149 -4.27505
H -4.14064 2.51985 -5.45488
H -5.61726 0.53601 -5.48480
H -4.92454 -1.52888 -4.30108
H -2.80492 -1.59478 -3.07768
H -0.52754 3.19817 -2.89914
H 1.05657 4.69967 -3.99966
H 3.01173 3.78093 -5.20665
H 3.37833 1.33723 -5.26907
H 1.79579 -0.17864 -4.17534
C 2.37664 1.97815 2.05119
Ge 1.78482 2.93992 0.46197
C 2.30263 4.80634 0.52302
C 2.74054 2.00839 -0.95566
C -0.16282 2.79852 0.18102
H 3.46255 2.06982 2.10771
H 2.14046 0.91985 1.92570
H 1.95704 2.30585 2.99872
H 3.38524 4.89971 0.60049
H 1.85165 5.30312 1.38103
H 1.97444 5.31589 -0.38227
H 3.76173 1.83960 -0.61003
H 2.77403 2.55875 -1.89241
H 2.29962 1.02676 -1.15146
H -0.43172 3.17551 -0.81443
C -5.44943 -1.62921 0.66323
As -4.94936 0.21535 0.63555
C -6.44148 1.16929 -0.08533
C -4.75949 0.76955 2.45747
S -3.27247 0.54470 -0.58836
H -6.32830 -1.76032 1.29345
H -4.61152 -2.20620 1.05157
H -5.66967 -1.93722 -0.35812
H -7.34246 0.94171 0.48137
H -6.55775 0.86067 -1.12325
H -6.22402 2.23526 -0.04582
H -5.71529 0.67923 2.97263
H -4.41194 1.80348 2.46839
H -4.01966 0.12723 2.92846
*
```

6.
Here is an isolated molecule of C4H6FI at a distorted geometry from the Open Molecules 2025 dataset. Energies are from ωB97M-V with the def2-TZVPD basis set.

Computed properties:
Relative energy (zero: lowest compared OMol25 entry of this formula, charge and spin) (kcal/mol): 36.23
Gap between HOMO and LUMO (eV): 8.336
E_LUMO (eV): 0.3
Calculated total energy (Ha): -553.461920
SMILES string: CC(C)=C(F)I
HOMO level (eV): -7.99

The geometry in ORCA input format:
```
! RIJCOSX wB97M-V def2-TZVPD def2/J DEFGRID3
* xyz 0 1
C 0.06743 1.46111 -0.03281
C 0.03365 -0.05435 -0.05351
C 1.15655 -1.02285 0.01081
C -1.47825 -0.56895 0.08193
F -1.55788 -1.92644 -0.15220
I -3.19262 0.48899 -0.11283
H -0.67239 1.88434 -0.73574
H 1.08114 1.93837 -0.17016
H -0.01339 1.85850 1.06683
H 2.20165 -0.72189 0.44706
H 1.43118 -1.41854 -1.00364
H 0.94291 -1.91829 0.65425
*
```